1.
Below is one molecule with the formula C4H7NO2, with properties calculated with ωB97M-V with the def2-TZVPD basis set.

Calculated values
**DFT total energy**: -9843.7122 eV
**HOMO energy**: -9.866 eV
**ΔE to the lowest compared entry with this formula, charge and spin**: 3.5674 eV
**Kohn-Sham gap**: 10.83 eV

Each line ends with the Löwdin charge.
Cartesian coordinates (Å):
O (-1.91979, 1.11962, 0.98897)  -0.05
O (1.96088, -0.91273, 0.18878)  -0.03
N (-0.60520, 1.07688, 0.55317)  0.04
C (2.15002, 0.49339, 0.08877)  -0.12
C (1.03781, -0.15794, -0.59296)  -0.26
C (-0.35889, -0.00800, -0.07673)  -0.29
C (-1.38569, -1.07409, -0.31929)  -0.02
H (-1.71787, -1.49512, 0.63571)  0.09
H (-1.97969, 1.98853, 1.40651)  0.10
H (-2.27228, -0.64160, -0.79545)  0.09
H (1.12792, -0.38345, -1.65725)  0.15
H (1.93933, 1.03634, 1.00659)  0.11
H (3.01148, 0.83576, -0.48360)  0.11
H (-0.98804, -1.87758, -0.94320)  0.08

---

2.
Below is C29H39Br39F2N5O3S as an isolated structure in a non-equilibrium geometry, with properties calculated with ωB97M-V with the def2-TZVPD basis set.

Calculated values
**DFT total energy**: -2792208.1595 eV
**Net charge**: +1
**HOMO energy**: -11.396 eV
**Kohn-Sham gap**: 8.69 eV

Each line ends with the Löwdin charge.
Cartesian coordinates (Å):
Br (-1.63325, 2.43276, -3.35348)  0.57
Br (4.19759, 6.76691, -9.22878)  0.57
Br (-2.96261, -3.78881, -6.52829)  0.57
Br (9.27411, -2.69756, -1.20678)  0.60
Br (-10.04045, 7.58614, 5.82129)  0.57
Br (1.16398, 3.91837, -7.60956)  0.58
Br (-3.60582, 4.01097, -6.56528)  0.56
Br (3.97197, -0.48714, -5.81938)  0.53
Br (2.20773, 1.34006, -9.17778)  0.57
Br (4.88668, -1.34814, -8.73260)  0.57
Br (8.19635, -0.08910, 0.28067)  0.58
Br (1.74782, 7.73662, -7.43590)  0.54
Br (5.37545, -3.31710, -6.26688)  0.58
Br (-0.66622, 1.31524, -7.78687)  0.56
Br (-2.10408, -5.22395, -3.81426)  0.72
Br (3.85164, -4.21071, 10.50764)  0.59
Br (-6.75086, 2.13559, 3.27781)  0.55
Br (-4.27392, -6.57916, -5.71199)  0.60
Br (4.61416, -8.07576, 1.01566)  0.63
Br (-7.41424, 0.24215, -2.13406)  0.59
Br (-4.82954, 0.45526, -0.27694)  0.56
Br (-6.02845, 3.37466, 6.13013)  0.57
Br (-1.51249, 5.64298, -4.80257)  0.55
Br (-6.19318, 10.84010, 0.80207)  0.55
Br (-9.76924, 10.02486, 3.78868)  0.58
Br (0.75656, 1.94507, -1.30714)  0.75
Br (6.37690, -2.70086, 0.12801)  0.76
Br (-7.80370, 7.53388, 3.54124)  0.55
Br (-5.86536, 11.63370, 3.87021)  0.55
Br (-5.41397, 13.82810, 1.60259)  0.58
Br (1.26054, 6.88146, -10.46706)  0.56
Br (-2.39503, 6.75342, -7.65708)  0.58
Br (1.23603, 1.59948, -4.44031)  0.55
Br (2.74792, -3.15315, 7.70851)  0.54
Br (5.94275, -10.95509, 0.68654)  0.58
Br (-8.90080, 3.88927, 4.85070)  0.58
Br (1.91828, -6.04610, 8.76109)  0.60
Br (-7.46886, -0.97221, 0.81390)  0.57
Br (3.62652, -10.53239, 2.82664)  0.60
S (-3.10566, 3.78856, 3.49711)  0.87
F (-1.66288, -4.81392, -0.95808)  -0.09
F (-1.87431, -0.54113, -0.80635)  0.01
O (4.05903, -3.81911, 1.57459)  -0.18
O (2.82978, -0.34718, 1.50812)  -0.09
O (3.18668, -6.01183, 3.10393)  -0.19
N (-0.95284, 3.47960, 1.77259)  0.16
N (0.52898, 1.56053, 2.15839)  0.07
N (-1.16056, 1.39197, 0.72474)  0.17
N (0.56761, 0.28076, 1.63762)  0.10
N (-0.79187, -0.77548, -0.01795)  -0.01
C (-0.60142, -2.74556, -1.49526)  -0.13
C (4.23846, -1.96358, -7.02945)  -1.64
C (1.46011, 2.16188, 3.12516)  -0.10
C (-0.51120, 2.16946, 1.59614)  -0.38
C (1.95315, -6.56702, 5.16664)  -0.08
C (2.24010, -5.08690, 2.61831)  -0.21
C (3.97001, -2.49787, 2.04619)  -0.24
C (-2.07890, 5.18614, -6.58872)  -1.64
C (-0.46225, 0.25093, 0.76465)  -0.36
C (0.85194, 4.24132, 4.27686)  0.04
C (-2.70155, -5.47518, -5.63276)  -1.62
C (1.58020, -0.64589, 2.07481)  -0.15
C (3.29103, -4.69702, 8.73360)  -1.64
C (2.55646, -7.05307, 3.82986)  -0.30
C (2.49438, 7.66448, -9.21109)  -1.63
C (-6.75750, 0.40296, -0.33314)  -1.65
C (-0.16355, -2.06974, -0.19043)  -0.12
C (0.67163, 2.38618, -8.67098)  -1.59
C (2.80540, -4.43362, 1.36722)  -0.18
C (-1.94697, 3.57838, 2.51178)  -0.73
C (-1.91531, -3.50947, -1.34378)  -0.30
C (4.33837, -9.98487, 1.12218)  -1.63
C (7.72853, -1.64493, -0.75705)  -1.61
C (-7.03571, 3.60017, 4.50129)  -1.65
C (3.50168, -1.48607, 0.96954)  -0.20
C (-9.57437, 8.12782, 4.03421)  -1.63
C (0.26305, 2.54049, -3.07777)  -1.58
C (0.76294, 2.90482, 4.25141)  -0.15
C (-6.37346, 12.23976, 2.11463)  -1.65
H (1.78584, 4.66188, 3.91030)  0.08
H (-2.50906, -3.01252, -0.57107)  0.12
H (0.03910, 4.88935, 4.58300)  0.07
H (-0.28050, -2.74134, 0.66545)  0.13
H (3.32379, -7.80541, 3.99503)  0.07
H (-7.42139, 12.50013, 2.15879)  -0.04
H (2.92799, -2.00731, 0.19467)  0.11
H (-1.26455, 4.64403, -7.04938)  -0.13
H (0.53845, 3.58432, -3.15279)  -0.04
H (3.59992, -10.24055, 0.37608)  -0.03
H (2.93822, -5.22692, 0.62886)  0.13
H (3.27275, -2.41743, -7.20064)  -0.03
H (-10.27001, 7.64535, 3.36263)  -0.03
H (4.14843, -5.12368, 8.23268)  -0.03
H (2.07873, 2.87035, 2.57178)  0.14
H (2.15196, 1.43457, 3.55259)  0.12
H (7.30156, -1.29182, -1.68518)  -0.03
H (1.68651, -0.51835, 3.15635)  0.14
H (2.35638, -5.57846, 5.39498)  0.05
H (-7.10878, 1.35046, 0.05185)  -0.05
H (3.35538, -2.39863, 2.95382)  0.13
H (2.23683, -7.28512, 5.93203)  0.05
H (1.91375, -4.36909, 3.38512)  0.12
H (1.32698, -1.69185, 1.91899)  0.12
H (2.66568, 8.68384, -9.52600)  -0.03
H (-0.63839, -2.03952, -2.32391)  0.13
H (-1.91595, -5.99795, -6.15957)  -0.03
H (4.38039, -1.10079, 0.46921)  0.06
H (0.91090, -1.88639, -0.30277)  0.11
H (-2.49133, -3.50837, -2.28166)  0.02
H (0.86851, -6.47171, 5.10519)  0.08
H (0.22533, 2.76105, -9.58141)  -0.02
H (0.19876, -3.45166, -1.73204)  0.13
H (4.97832, -2.22515, 2.35164)  0.09
H (1.35472, -5.66746, 2.31349)  0.13
H (-6.66295, 4.49376, 4.01888)  -0.06
H (2.04201, -3.75848, 0.95138)  0.10
H (0.25677, 2.34374, 5.03240)  0.11
H (1.76883, -7.54344, 3.24008)  0.11

---

3.
Below is C23H28CeN5S as an isolated structure in a non-equilibrium geometry, with properties calculated with ωB97M-V with the def2-TZVPD basis set.

Calculated values
**DFT total energy**: -55507.2454 eV
**Net charge**: +2
**HOMO energy (spin up / spin down)**: -13.135 / -13.134 eV
**ΔE to the lowest compared entry with this formula, charge and spin**: 0.6532 eV
**Spin multiplicity**: 2
**Kohn-Sham gap (spin up / spin down)**: 6.99 / 7.05 eV

Each line ends with the Mulliken spin population.
Cartesian coordinates (Å):
Ce (0.63351, -0.17897, -0.30578)  1.02
S (-0.39644, 0.19387, 2.20585)  0.00
N (2.21428, 1.41959, -1.16137)  0.00
N (-1.78733, 0.82486, 4.24767)  0.00
N (0.41138, -0.22772, -2.49712)  0.00
N (-2.97520, 0.91358, 2.23588)  0.00
N (1.26762, -2.39231, -0.97091)  0.00
C (-4.06252, 0.62799, 5.22466)  0.00
C (-2.73623, 1.03800, 5.28139)  0.00
C (0.67636, -2.62830, -2.30413)  -0.01
C (-4.84735, 0.73728, 6.36262)  0.00
C (-1.86253, 0.68939, 2.93471)  0.00
C (0.92107, 2.47616, -5.06140)  0.00
C (-0.35523, -1.79303, -4.30244)  0.00
C (0.43910, 1.32427, -4.46760)  0.00
C (1.77762, 1.77279, -2.52796)  0.00
C (2.27432, 2.90886, -3.14953)  0.00
C (0.85143, 0.91820, -3.19097)  0.00
C (-0.01962, -4.15941, -4.03155)  0.00
C (1.98853, 2.55662, -0.23409)  0.00
C (0.56212, -3.91863, -2.79948)  0.00
C (0.55878, -3.19078, 0.06079)  0.00
C (2.70847, -2.72659, -0.98096)  0.00
C (1.85005, 3.27129, -4.41549)  0.00
C (3.64316, 1.03547, -1.16308)  0.00
C (0.23964, -1.50700, -3.06582)  0.00
C (-4.32685, 1.25242, 7.53724)  0.00
C (-2.21972, 1.58795, 6.45347)  0.00
C (-0.48700, -3.08758, -4.76998)  0.00
C (-3.01532, 1.70054, 7.57520)  0.00
H (0.93048, -2.92339, 1.06334)  0.00
H (3.18715, -2.23915, -1.83507)  0.00
H (-4.48299, 0.17627, 4.33764)  0.00
H (0.94118, 2.89342, -0.32024)  0.00
H (-4.92947, 1.28867, 8.42882)  0.00
H (2.86808, -3.80561, -1.07587)  0.00
H (-0.95544, -3.25976, -5.72625)  0.00
H (3.00223, 3.52949, -2.65261)  0.00
H (-0.76658, -0.99924, -4.89834)  0.00
H (3.18299, -2.38743, -0.04936)  0.00
H (0.57065, 2.75180, -6.04377)  0.00
H (-0.12273, -5.16745, -4.39593)  0.00
H (-0.84845, 0.71918, 4.61758)  0.00
H (0.92717, -4.75660, -2.22810)  0.00
H (-1.19269, 1.92261, 6.48439)  0.00
H (3.92204, 0.60599, -0.19055)  0.00
H (2.22544, 4.16830, -4.87842)  0.00
H (-5.87188, 0.40288, 6.33893)  0.00
H (-0.52660, -3.00561, -0.01792)  0.00
H (-2.98426, 0.83674, 1.23012)  0.00
H (2.21863, 2.24885, 0.79866)  0.00
H (0.72432, -4.26450, -0.08362)  0.00
H (2.63347, 3.40671, -0.48334)  0.00
H (4.28796, 1.89898, -1.35593)  0.00
H (-0.30489, 0.75881, -4.99766)  0.00
H (3.81945, 0.30036, -1.95341)  0.00
H (-2.60886, 2.12264, 8.47874)  0.00
H (-3.77251, 1.33822, 2.68837)  0.00

---

4.
Below is a 10-piece molecular cluster, C27H40N10OP overall in a non-equilibrium geometry, with properties calculated with ωB97M-V with the def2-TZVPD basis set.

Calculated values
**DFT total energy**: -54865.2968 eV
**Net charge**: +1
**HOMO energy**: -11.674 eV
**Kohn-Sham gap**: 8.06 eV

Each line ends with the Löwdin charge.
Cartesian coordinates (Å):
P (1.26467, -0.89030, 2.54450)  1.05
O (-1.59335, 0.31657, 4.00897)  -0.04
N (3.11388, -3.51988, -6.24269)  0.12
N (-4.74629, 7.60151, 4.33428)  0.12
N (2.75371, 5.24085, 4.68346)  0.12
N (4.55468, -0.40616, -4.13412)  0.13
N (4.31496, -8.57990, -3.75251)  0.14
N (4.02924, -0.80904, 1.85964)  -0.06
N (-0.67320, 4.13161, 1.22930)  0.11
N (-5.62882, 3.48098, -1.65204)  0.12
N (-0.40062, -0.82138, -1.76518)  0.11
N (4.13746, -4.43102, -0.72523)  0.09
C (-0.94651, 3.67673, 3.81121)  -0.06
C (-5.98953, 3.66565, -0.56146)  -0.28
C (-0.79383, 3.93085, 2.36891)  -0.28
C (-1.44634, -0.41693, -2.07576)  -0.25
C (-1.62413, -0.10526, 2.73642)  -0.27
C (-6.44605, 3.89935, 0.81879)  -0.07
C (1.95099, -1.19557, -6.68222)  -0.08
C (3.85111, -5.58993, -3.07529)  -0.08
C (-5.21468, -0.04369, 0.33969)  -0.05
C (4.98681, -9.42972, -1.34953)  -0.07
C (-3.56519, -2.15193, 2.36800)  -0.01
C (-3.81754, 0.46333, 1.07139)  -0.01
C (3.13332, 5.54933, 2.09336)  -0.08
C (-5.72019, -1.57596, 0.63914)  -0.04
C (2.92126, 5.37702, 3.54024)  -0.27
C (-0.31532, -0.12984, 1.73418)  -0.26
C (-4.36668, 7.90999, 1.74418)  -0.08
C (-4.95043, -2.65409, 1.64603)  -0.03
C (4.85121, -0.78125, -3.07349)  -0.25
C (2.66915, -0.66616, 1.21297)  -0.40
C (-3.05990, -0.61516, 2.04662)  -0.10
C (4.01107, -4.94255, -1.76250)  -0.25
C (2.60060, -2.49397, -6.43668)  -0.27
C (-4.57874, 7.73768, 3.19106)  -0.28
C (-2.76981, 0.09494, -2.46885)  -0.06
C (5.22653, -1.25597, -1.73114)  -0.08
C (4.61149, -8.95499, -2.69188)  -0.25
H (-2.91152, 0.05881, -3.55417)  0.09
H (3.92572, -0.44414, 2.85199)  0.07
H (-5.29743, 8.16516, 1.22648)  0.08
H (-0.02656, 3.90171, 4.36121)  0.07
H (4.78682, -8.67392, -0.58259)  0.08
H (-0.08927, 0.94461, 1.29442)  0.12
H (4.43059, -10.33031, -1.06877)  0.08
H (-3.64937, 8.71006, 1.53292)  0.08
H (6.29197, -1.50234, -1.67239)  0.09
H (3.85063, 6.34940, 1.88210)  0.09
H (-2.90930, 1.13597, -2.15889)  0.08
H (1.88777, -0.97075, -7.75216)  0.08
H (-6.15270, 3.08182, 1.48582)  0.07
H (1.13996, -2.31405, 2.82034)  0.05
H (-2.88885, -2.80398, 3.08414)  0.10
H (1.62423, -0.18692, 3.78248)  0.05
H (-5.77642, 0.68370, -0.38935)  0.08
H (3.65629, -4.85798, -3.86626)  0.06
H (0.93025, -1.17258, -6.28600)  0.08
H (6.05225, -9.67609, -1.29079)  0.09
H (-7.53618, 3.98727, 0.87489)  0.09
H (-3.97858, 6.99686, 1.28061)  0.07
H (-1.19637, 2.62981, 4.01332)  0.05
H (4.24217, -1.85151, 1.87915)  0.10
H (4.67031, -2.15657, -1.45038)  0.03
H (3.01635, -6.29876, -3.07776)  0.08
H (-5.33666, -3.74128, 1.85596)  0.10
H (3.52142, 4.63620, 1.62979)  0.08
H (-3.35809, 1.54090, 0.90638)  0.10
H (2.20257, 5.80451, 1.57566)  0.07
H (-6.02549, 4.82172, 1.23326)  0.07
H (-1.74231, 4.28933, 4.24788)  0.09
H (2.49943, -0.37326, -6.21074)  0.06
H (-0.57898, -0.82802, 0.80370)  0.09
H (4.74896, -6.14673, -3.36385)  0.06
H (-6.69646, -1.96956, 0.11288)  0.09
H (2.46189, 0.40055, 0.74286)  0.12
H (2.42890, -1.46706, 0.38563)  0.12
H (-3.57949, -0.48813, -2.01733)  0.07
H (5.02654, -0.50017, -0.96420)  0.06

---

What is the DFT total energy in the second record?
-2792208.1595 eV

---

The lowest DFT total energy belongs to which entry?
C29H39Br39F2N5O3S